Record 1
{
  "formula": "C12H26BrFN2O11S",
  "method": "the ωB97M-V functional and the def2-TZVPD basis",
  "spin_multiplicity": 1,
  "orbital_gap_ev": 10.1,
  "e_homo_ev": -10.205,
  "largest_force_ev_per_a": 6.42,
  "e_lumo_ha": -0.00218,
  "relative_energy_kj_mol": 138.61,
  "smiles": "C[C@H](Br)CN(N)S(=O)(=O)F.COC(=O)OC.COC(=O)OC.COC(=O)OC",
  "symbols": ["Br", "S", "F", "O", "O", "O", "O", "O", "O", "O", "O", "O", "O", "O", "N", "N", "C", "C", "C", "C", "C", "C", "C", "C", "C", "C", "C", "C", "H", "H", "H", "H", "H", "H", "H", "H", "H", "H", "H", "H", "H", "H", "H", "H", "H", "H", "H", "H", "H", "H", "H", "H", "H", "H"],
  "positions_angstrom": [[1.536, 0.082, -3.363], [-3.113, 0.090, -0.981], [-2.644, -1.371, -1.582], [7.210, -0.246, 0.518], [-3.330, -0.126, 0.467], [-5.470, -3.624, -2.300], [2.034, 3.302, 3.202], [-4.983, -5.755, -1.731], [6.151, 1.748, 0.571], [0.996, 3.179, 5.203], [4.995, -0.021, 0.142], [-0.125, 3.270, 3.244], [-6.372, -5.225, -3.432], [-4.372, 0.454, -1.648], [-1.868, 1.272, -1.130], [-2.374, 2.555, -0.949], [4.916, -1.432, -0.050], [-6.551, -6.619, -3.671], [-1.036, 1.089, -2.339], [-5.550, -4.949, -2.417], [0.798, 0.749, -0.614], [7.400, 2.366, 0.878], [0.972, 3.243, 4.006], [3.284, 3.285, 3.891], [0.170, 0.147, -1.924], [-1.347, 3.214, 3.982], [-4.615, -3.182, -1.243], [6.221, 0.424, 0.420], [-7.234, -6.719, -4.512], [-6.994, -7.105, -2.802], [3.374, 4.149, 4.549], [3.877, -1.674, -0.267], [-2.162, 3.243, 3.263], [-3.594, -3.519, -1.408], [-1.413, 2.284, 4.547], [7.218, 3.434, 0.976], [-0.569, 2.015, -2.716], [3.401, 2.360, 4.456], [1.754, 0.234, -0.392], [4.072, 3.334, 3.142], [-5.603, -7.090, -3.932], [-2.001, 2.874, -0.057], [-4.986, -3.534, -0.280], [-1.556, 0.571, -3.172], [-2.068, 3.199, -1.667], [5.528, -1.740, -0.898], [7.794, 1.990, 1.822], [-0.192, -0.866, -1.683], [-4.628, -2.100, -1.245], [1.007, 1.831, -0.713], [5.216, -1.964, 0.852], [-1.436, 4.073, 4.646], [8.117, 2.207, 0.073], [0.146, 0.593, 0.267]]
}


Record 2
{
  "formula": "C7H14AuCl2S3",
  "method": "the ωB97M-V functional and the def2-TZVPD basis",
  "spin_multiplicity": 1,
  "total_charge": 1,
  "orbital_gap_ev": 8.8,
  "e_homo_ev": -11.591,
  "largest_force_ev_per_a": 0.50,
  "e_lumo_ha": -0.10348,
  "relative_energy_kj_mol": 0.00,
  "symbols": ["Au", "Cl", "Cl", "S", "S", "S", "C", "C", "C", "C", "C", "C", "C", "H", "H", "H", "H", "H", "H", "H", "H", "H", "H", "H", "H", "H", "H"],
  "positions_angstrom": [[0.116, 0.123, 0.198], [1.987, 1.792, 1.366], [1.106, -0.571, 2.823], [-1.378, -1.955, -0.041], [-1.749, 1.414, -1.096], [0.990, -0.493, -2.192], [-2.960, 0.071, -1.347], [-0.985, 1.535, -2.747], [0.467, 1.081, -2.922], [-0.326, -1.621, -2.723], [-0.828, -2.586, -1.643], [1.903, 1.000, 2.961], [-2.933, -1.102, -0.368], [-2.855, -0.277, -2.370], [0.687, 1.064, -3.990], [-3.943, 0.535, -1.274], [-3.667, -1.840, -0.698], [-1.137, -1.028, -3.130], [1.151, 1.799, -2.468], [-3.239, -0.777, 0.628], [2.912, 0.852, 3.321], [0.073, -2.219, -3.542], [-1.648, 1.021, -3.441], [-1.637, -3.189, -2.060], [-0.033, -3.281, -1.368], [1.319, 1.627, 3.622], [-1.031, 2.589, -3.019]]
}


Record 3
{
  "formula": "C6H6O5Ti",
  "method": "the ωB97M-V functional and the def2-TZVPD basis",
  "spin_multiplicity": 2,
  "total_charge": 3,
  "orbital_gap_ev": [5.7, 5.6],
  "e_homo_ev": [-23.857, -23.852],
  "largest_force_ev_per_a": 14.48,
  "e_lumo_ha": [-0.66697, -0.67085],
  "relative_energy_kj_mol": 433.28,
  "symbols": ["Ti", "O", "O", "O", "O", "O", "C", "C", "C", "C", "C", "C", "H", "H", "H", "H", "H", "H"],
  "positions_angstrom": [[-1.154, 0.646, -0.356], [-2.362, -1.737, 0.917], [0.631, 0.340, 0.555], [-1.851, 2.267, 2.019], [-3.546, 3.199, -2.750], [-0.457, -0.975, -2.732], [1.358, -0.771, 0.075], [-2.902, 2.509, -2.090], [-1.581, 1.638, 1.097], [-0.728, -0.346, -1.810], [2.666, -0.920, 0.848], [-1.892, -0.810, 0.421], [2.462, -1.095, 1.926], [3.278, 0.000, 0.740], [0.430, 0.140, 1.507], [0.760, -1.703, 0.167], [1.647, -0.599, -0.983], [3.241, -1.782, 0.449]]
}


Record 4
{
  "formula": "C5H15NO2",
  "method": "the ωB97M-V functional and the def2-TZVPD basis",
  "spin_multiplicity": 1,
  "orbital_gap_ev": 10.2,
  "e_homo_ev": -9.422,
  "largest_force_ev_per_a": 2.26,
  "e_lumo_ha": 0.02995,
  "relative_energy_kj_mol": 162.45,
  "smiles": "C/C=C/CCN.O.O",
  "symbols": ["O", "O", "N", "C", "C", "C", "C", "C", "H", "H", "H", "H", "H", "H", "H", "H", "H", "H", "H", "H", "H", "H", "H"],
  "positions_angstrom": [[-2.068, -2.626, 1.676], [2.399, 1.736, -1.871], [1.531, -0.886, 1.936], [0.987, 0.442, 1.607], [-0.504, 0.324, 1.208], [-1.115, 0.444, -2.662], [-0.620, -0.053, -0.253], [-1.002, 0.803, -1.185], [-2.123, -3.017, 0.799], [-1.070, -0.635, -2.821], [-1.244, -2.144, 1.619], [1.062, 1.106, 2.465], [-1.307, 1.833, -1.042], [2.516, -0.950, 1.705], [-1.073, 1.164, 1.601], [1.530, 0.882, 0.773], [1.502, -0.980, 2.940], [2.596, 0.987, -2.435], [1.615, 1.569, -1.340], [-0.852, -0.485, 1.831], [-2.052, 0.798, -3.061], [-0.510, -1.124, -0.368], [-0.200, 0.811, -3.121]]
}


Record 5
{
  "formula": "C20H27N3O3S",
  "method": "the ωB97M-V functional and the def2-TZVPD basis",
  "spin_multiplicity": 1,
  "orbital_gap_ev": 8.6,
  "e_homo_ev": -7.909,
  "largest_force_ev_per_a": 1.08,
  "e_lumo_ha": 0.02531,
  "relative_energy_kj_mol": 325.62,
  "smiles": "CCN(CCN1CCCC1)C(=O)c1cc(COc2ccccc2SC)on1",
  "symbols": ["S", "O", "O", "O", "N", "N", "N", "C", "C", "C", "C", "C", "C", "C", "C", "C", "C", "C", "C", "C", "C", "C", "C", "C", "C", "C", "C", "H", "H", "H", "H", "H", "H", "H", "H", "H", "H", "H", "H", "H", "H", "H", "H", "H", "H", "H", "H", "H", "H", "H", "H", "H", "H", "H"],
  "positions_angstrom": [[-6.388, 0.761, -0.159], [-1.811, 1.919, -0.517], [2.399, 1.584, -1.828], [-4.083, 0.693, -1.601], [3.803, -0.794, 0.201], [2.356, 1.694, 0.428], [-0.574, 2.114, -0.018], [1.439, 3.315, 2.037], [4.057, -2.339, -1.594], [1.663, 1.845, 1.687], [-2.982, 0.947, -2.434], [3.803, 1.656, 0.478], [4.334, 0.301, 0.971], [-0.410, 1.037, -1.972], [-4.041, -0.372, -0.747], [3.566, -3.041, -0.321], [-3.020, -1.299, -0.653], [-3.112, -2.339, 0.263], [-1.724, 1.268, -1.687], [-5.251, -1.530, 0.988], [-4.219, -2.453, 1.078], [0.283, 1.598, -0.866], [4.305, -0.884, -1.163], [-5.170, -0.489, 0.082], [1.766, 1.630, -0.782], [4.017, -2.101, 0.790], [-7.665, 0.325, 1.062], [4.036, 0.146, 2.012], [-4.290, -3.260, 1.792], [-8.077, -0.655, 0.841], [3.318, -2.400, -2.390], [0.026, 0.551, -2.818], [-2.787, 0.107, -3.116], [2.267, 1.366, 2.461], [0.698, 1.341, 1.638], [5.080, -2.276, 1.037], [3.776, -0.169, -1.794], [3.427, -2.206, 1.703], [3.972, -4.045, -0.209], [-8.437, 1.080, 0.955], [-2.146, -1.226, -1.282], [-2.308, -3.056, 0.331], [2.478, -3.102, -0.320], [-6.109, -1.633, 1.631], [4.166, 1.848, -0.533], [5.383, -0.652, -1.202], [4.980, -2.792, -1.957], [-3.285, 1.817, -3.028], [5.441, 0.340, 0.941], [0.973, 3.394, 3.015], [4.164, 2.445, 1.144], [-7.251, 0.363, 2.065], [0.783, 3.770, 1.302], [2.382, 3.857, 2.055]]
}


Record 6
{
  "formula": "C19H42IN3O6P",
  "method": "the ωB97M-V functional and the def2-TZVPD basis",
  "spin_multiplicity": 1,
  "total_charge": 1,
  "orbital_gap_ev": 6.6,
  "e_homo_ev": -11.087,
  "largest_force_ev_per_a": 9.48,
  "e_lumo_ha": -0.16595,
  "symbols": ["I", "P", "O", "O", "O", "O", "O", "O", "N", "N", "N", "C", "C", "C", "C", "C", "C", "C", "C", "C", "C", "C", "C", "C", "C", "C", "C", "C", "C", "C", "H", "H", "H", "H", "H", "H", "H", "H", "H", "H", "H", "H", "H", "H", "H", "H", "H", "H", "H", "H", "H", "H", "H", "H", "H", "H", "H", "H", "H", "H", "H", "H", "H", "H", "H", "H", "H", "H", "H", "H", "H", "H"],
  "positions_angstrom": [[-1.748, -5.829, 1.040], [2.154, 1.219, -6.014], [3.285, -2.570, 0.671], [3.523, 0.316, -5.839], [1.082, 0.352, -6.692], [1.567, 0.670, -4.482], [2.741, 1.768, -7.546], [2.524, -3.186, 2.979], [-0.396, -1.266, 3.449], [-1.264, -2.989, 1.908], [0.147, -1.078, 0.901], [-1.435, -3.670, 0.568], [1.946, 1.627, -8.708], [-1.942, 3.252, 2.708], [1.061, 2.979, 1.517], [1.448, 1.745, 0.471], [1.593, -0.714, -4.171], [2.211, -1.801, 3.369], [0.791, -1.839, 4.191], [-2.765, -3.215, -0.278], [-4.184, -3.363, 0.531], [0.631, 2.259, 2.929], [-0.525, -1.813, 2.039], [-3.395, 3.168, 3.523], [2.593, -3.353, 1.519], [-4.541, 2.368, 2.629], [-0.712, 0.021, 0.317], [4.469, 0.727, -4.876], [0.131, 1.258, -0.376], [-0.659, 2.932, 3.684], [-3.296, 2.726, 4.602], [5.376, 1.059, -5.381], [-4.113, 1.884, 1.648], [0.469, 0.930, -1.471], [1.547, 2.165, 3.675], [-0.480, -3.619, -0.106], [1.813, -1.343, -5.038], [2.259, -1.018, 2.501], [-1.042, 2.121, 4.471], [-1.261, -1.432, 4.012], [-1.431, 0.466, 1.157], [2.196, 2.222, -0.322], [0.949, -1.150, 5.152], [-2.728, -2.133, -0.721], [-0.302, 3.850, 4.335], [-2.823, -3.948, -1.219], [1.992, 0.859, 1.007], [2.415, 2.200, -9.514], [0.546, -1.716, 0.178], [-0.658, 2.131, -0.547], [2.350, -0.890, -3.405], [-1.922, 2.542, 1.765], [-1.780, 4.361, 2.306], [0.276, 3.732, 1.085], [-5.392, 3.129, 2.292], [0.585, -2.926, 4.625], [-3.768, 4.277, 3.614], [0.619, -0.999, -3.766], [3.047, -1.472, 4.152], [-4.558, -4.480, 0.481], [-1.680, -3.459, 2.766], [1.905, 0.580, -9.018], [-1.447, -0.380, -0.528], [4.087, 1.532, -4.247], [0.323, 1.146, 2.652], [-4.998, 1.528, 3.308], [2.036, -4.295, 1.051], [0.941, 2.029, -8.545], [2.056, 3.581, 1.736], [4.714, -0.131, -4.242], [-4.983, -2.724, -0.083], [-4.173, -2.913, 1.618]]
}


Number 1: total energy -121961.016 eV. Number 2: total energy -68723.126 eV. Number 3: total energy -39630.033 eV. Number 4: total energy -11012.263 eV. Number 5: total energy -42624.705 eV. Number 6: total energy -54510.457 eV.